Record 1
40
Properties=species:S:1:pos:R:3:forces:R:3:mulliken_charge:R:1 method="wB97M-V/def2-TZVPD" gap_ev=10.15 e_above_lowest_kcal_mol=5.44 lumo_ev=-0.17 total_energy_ev=-101970.5260
Kr -20.715 9.750 14.299 0.0 0.0 0.0 0.002
O -22.524 7.042 11.775 -0.3 0.3 -0.9 -0.567
H -22.748 6.135 11.567 0.0 -0.2 0.0 0.260
H -22.265 7.020 12.696 0.3 -0.1 0.6 0.376
O -24.824 9.438 14.962 -0.2 -0.2 0.2 -0.628
H -24.242 9.955 14.404 0.4 0.1 -0.3 0.376
H -25.464 10.069 15.289 -0.2 0.1 0.2 0.298
O -22.295 9.950 10.822 0.0 0.5 0.0 -0.579
H -21.367 10.024 10.600 0.2 0.1 0.0 0.255
H -22.597 9.182 10.338 -0.2 -0.5 0.2 0.279
O -21.292 6.275 14.133 -0.5 -0.4 -0.6 -0.642
H -21.633 5.500 14.579 -0.2 -0.1 0.1 0.247
H -20.585 6.586 14.698 0.5 0.5 0.5 0.393
O -18.075 10.945 11.590 0.0 -0.1 0.2 -0.641
H -18.093 11.617 10.908 0.1 0.3 -0.1 0.294
H -18.572 10.215 11.220 -0.1 -0.2 -0.1 0.297
O -17.312 8.926 16.568 0.3 -1.1 0.4 -0.764
H -17.958 9.574 16.848 -0.6 0.3 0.1 0.443
H -17.189 9.098 15.634 0.2 0.2 -0.6 0.406
O -22.476 12.884 15.032 0.4 0.4 0.6 -0.708
H -23.142 13.019 15.706 -0.2 0.1 0.2 0.325
H -22.783 12.122 14.541 -0.1 -0.4 -0.7 0.349
O -19.630 6.976 16.121 -0.4 -0.3 -0.1 -0.615
H -18.862 7.526 16.275 0.9 0.8 0.2 0.320
H -19.374 6.111 16.442 0.1 -0.3 0.2 0.271
O -20.272 13.099 16.773 0.6 -0.2 0.6 -0.701
H -21.016 12.846 16.226 -0.8 0.0 -0.7 0.405
H -19.693 13.580 16.182 0.1 0.2 -0.2 0.323
O -17.000 9.281 13.847 0.2 -0.2 0.1 -0.646
H -17.370 9.928 13.247 -0.1 0.5 -0.3 0.325
H -17.227 8.436 13.459 0.0 -0.3 -0.1 0.295
O -19.187 10.620 17.464 0.1 -0.8 0.3 -0.649
H -19.639 11.313 16.984 -0.3 0.8 -0.2 0.337
H -18.463 11.066 17.904 0.0 0.3 0.3 0.307
O -23.529 11.261 13.063 -0.3 0.1 0.5 -0.596
H -24.465 11.412 12.930 -0.3 0.2 -0.1 0.313
H -23.195 11.046 12.192 0.5 -0.5 -0.6 0.229
O -21.491 8.396 18.017 -0.4 0.0 0.3 -0.659
H -20.914 9.131 18.225 0.3 0.3 0.0 0.308
H -21.021 7.906 17.342 0.2 -0.2 -0.3 0.362


Record 2
39
Properties=species:S:1:pos:R:3:forces:R:3:mulliken_charge:R:1 method="wB97M-V/def2-TZVPD" gap_ev=8.46 e_above_lowest_kcal_mol=188.80 lumo_ev=-0.32 total_energy_ev=-27033.7599
H 0.883 1.792 -0.574 -0.3 2.0 -0.2 0.294
H 0.112 0.469 -0.780 0.3 0.3 0.1 0.289
H -0.901 3.850 1.056 0.3 0.3 -0.2 0.310
H -0.501 2.860 2.121 1.6 1.9 -1.6 0.329
H -1.165 -2.899 1.464 1.6 0.0 -2.9 0.327
H -2.352 -3.425 2.150 0.9 0.9 0.3 0.238
H 4.404 4.459 1.735 1.0 0.7 -0.4 0.291
H 3.287 3.986 2.489 -1.9 0.3 2.3 0.292
H -0.513 -2.316 -0.970 0.4 0.5 1.7 0.207
H -0.349 -3.335 0.088 0.3 -0.9 0.1 0.315
H -2.772 0.124 2.691 -0.8 -1.6 0.4 0.269
H -3.381 -0.809 1.688 0.0 -0.3 0.2 0.284
H -0.453 -1.230 2.711 -0.7 -0.2 0.7 0.304
H -0.158 -1.601 4.109 0.1 0.1 0.5 0.224
H 1.647 3.320 -2.372 2.3 -0.5 0.8 0.299
H 2.878 3.479 -3.147 0.7 -0.2 0.2 0.295
H -3.264 -1.585 -3.300 1.8 0.2 0.5 0.338
H -2.233 -2.456 -2.655 0.3 0.1 0.1 0.310
H 0.124 0.937 -5.248 1.6 -0.3 0.8 0.312
H 1.309 0.049 -4.883 1.5 -4.4 -0.5 0.285
H 2.330 -2.039 0.237 2.5 -0.3 -1.2 0.405
H 3.826 -1.414 0.292 -0.7 -0.7 -0.5 0.304
H 0.882 0.156 1.387 0.2 -0.1 -0.4 0.304
H 2.130 -0.658 1.043 -1.3 0.5 0.3 0.181
H -3.720 -1.339 -0.760 -3.1 -2.0 0.7 0.288
H -3.276 -0.255 -1.829 0.1 -1.2 2.1 0.302
O 0.969 0.868 -0.571 0.0 -1.4 -0.6 -0.584
O -0.082 3.576 1.494 -1.9 -2.3 1.7 -0.641
O -1.593 -2.783 2.255 -4.4 -4.1 0.5 -0.499
O 3.765 3.768 1.737 0.8 -1.1 -1.8 -0.580
O -0.298 -2.387 0.008 -0.4 -0.2 -3.0 -0.519
O -3.285 -0.736 2.651 0.2 2.2 -0.7 -0.587
O -0.922 -1.405 3.558 2.6 3.1 1.7 -0.595
O 2.658 3.221 -2.240 -2.9 0.7 -1.1 -0.596
O -2.360 -1.519 -2.854 -0.9 -1.9 -4.3 -0.666
O 1.007 0.882 -4.789 -3.1 4.8 -0.2 -0.588
O 3.276 -2.088 -0.169 -1.7 0.5 1.3 -0.659
O 1.156 -0.746 1.176 1.3 -0.2 1.6 -0.520
O -3.065 -0.768 -0.999 1.7 4.8 0.9 -0.562


Record 3
39
Properties=species:S:1:pos:R:3:forces:R:3:mulliken_charge:R:1 method="wB97M-V/def2-TZVPD" gap_ev=10.09 e_above_lowest_kcal_mol=63.36 lumo_ev=-0.45 total_energy_ev=-27039.1995
O 1.004 0.094 -2.879 0.5 -2.4 0.4 -0.654
H 0.810 0.956 -3.148 -0.3 2.2 -0.5 0.289
H 0.780 0.074 -1.940 -0.1 0.4 -0.1 0.390
O -1.202 2.350 2.080 -1.0 0.8 -0.1 -0.631
H -1.814 2.826 1.487 0.5 -0.2 0.5 0.307
H -0.665 1.863 1.464 0.5 -0.6 -0.3 0.316
O -2.490 -0.624 -2.298 0.2 -1.7 -1.4 -0.639
H -2.685 0.115 -1.786 -0.5 2.0 2.2 0.330
H -2.430 -0.192 -3.147 0.4 -0.5 -0.9 0.302
O -2.562 -1.154 1.382 1.3 2.5 1.4 -0.544
H -2.389 -2.035 1.207 0.7 -2.8 -0.6 0.279
H -3.353 -0.948 0.948 -1.8 0.3 -0.9 0.260
O 3.217 1.708 -0.945 -0.1 0.8 -0.7 -0.587
H 2.962 1.574 -0.040 0.1 -0.3 0.4 0.308
H 3.480 0.860 -1.300 0.1 -0.2 0.1 0.287
O 0.582 0.168 2.793 0.3 -0.9 -2.3 -0.584
H 0.896 0.626 3.519 0.1 1.2 3.5 0.290
H 1.267 0.550 2.230 -0.3 -0.4 -1.2 0.223
O 1.874 -1.316 -0.058 0.7 0.5 1.2 -0.762
H 1.519 -1.795 0.705 0.0 -0.6 0.5 0.341
H 1.685 -1.886 -0.771 -0.3 -1.1 -1.7 0.300
O 0.246 0.574 -0.173 -2.6 1.2 0.0 -0.109
H 0.818 -0.164 -0.005 1.0 -0.9 0.1 0.088
H -0.663 0.186 -0.177 0.8 0.5 0.1 0.240
O -0.212 3.267 -1.272 1.3 0.0 1.1 -0.613
H -0.001 2.490 -0.699 -0.4 0.5 -0.9 0.291
H -1.020 3.117 -1.729 -0.8 -0.5 -0.4 0.262
O 0.666 -2.607 2.135 -0.1 -0.5 -1.0 -0.689
H 1.335 -2.795 2.773 0.8 -0.6 0.7 0.302
H 0.488 -1.696 2.330 -0.7 1.3 0.5 0.405
O -1.677 -3.060 -1.220 -0.1 -0.6 0.7 -0.617
H -1.994 -2.146 -1.337 -0.3 -0.6 -0.1 0.384
H -2.331 -3.640 -0.772 0.5 1.0 -0.6 0.289
O 4.526 -0.608 0.470 -0.3 -0.1 0.7 -0.645
H 3.679 -0.870 0.063 0.3 0.0 0.4 0.371
H 4.363 -0.650 1.435 0.2 0.0 -0.9 0.281
O -2.532 1.417 -0.537 -1.1 -1.4 2.1 -0.588
H -3.231 1.233 0.149 1.3 -0.1 -0.6 0.256
H -2.938 2.140 -0.954 -0.6 1.9 -1.3 0.271


Record 4
39
Properties=species:S:1:pos:R:3:forces:R:3:mulliken_charge:R:1 method="wB97M-V/def2-TZVPD" gap_ev=10.95 e_above_lowest_kcal_mol=79.47 lumo_ev=-0.03 total_energy_ev=-27038.5011
O -3.553 3.247 -0.591 0.0 0.2 -0.2 -0.632
H -4.412 2.929 -0.315 -0.2 0.0 0.1 0.315
H -2.933 2.619 -0.219 0.2 -0.1 0.1 0.317
O 2.790 5.011 -3.216 0.1 0.1 0.1 -0.635
H 2.708 4.058 -3.248 0.0 -0.3 0.0 0.318
H 2.177 5.327 -3.880 -0.1 0.1 -0.2 0.318
O 1.381 4.407 2.301 0.0 0.2 -0.1 -0.635
H 1.587 4.293 3.228 0.0 0.0 0.3 0.320
H 1.288 3.516 1.964 0.0 -0.2 -0.2 0.314
O -3.647 -0.351 -5.975 -0.2 0.1 -0.2 -0.631
H -3.606 -0.453 -5.024 0.0 0.0 0.3 0.321
H -2.990 -0.961 -6.310 0.2 -0.1 -0.1 0.310
O -0.939 2.956 6.420 0.3 0.0 0.0 -0.639
H -1.550 3.341 7.049 -0.1 0.1 0.2 0.316
H -1.488 2.698 5.680 -0.1 -0.1 -0.2 0.324
O -4.493 0.422 3.161 0.2 0.1 0.1 -0.644
H -5.390 0.596 3.447 -0.2 0.1 0.1 0.321
H -4.572 -0.325 2.568 0.0 -0.2 -0.2 0.321
O 5.415 -2.158 2.880 -0.1 -0.1 -0.2 -0.642
H 5.138 -1.490 3.506 -0.1 0.2 0.1 0.322
H 6.237 -2.495 3.236 0.2 -0.1 0.1 0.320
O -4.094 -4.039 1.539 -0.1 0.2 -0.2 -0.640
H -4.398 -4.947 1.539 -0.1 -0.2 0.0 0.315
H -3.409 -4.015 2.207 0.2 0.0 0.2 0.325
O -1.011 -3.292 -3.072 0.1 0.2 0.0 -0.638
H -0.939 -3.940 -3.773 0.1 -0.2 -0.2 0.315
H -1.591 -3.698 -2.428 -0.2 -0.1 0.2 0.323
O 0.272 0.104 0.038 0.0 0.3 0.0 -0.638
H 0.198 -0.485 -0.713 0.0 -0.1 -0.3 0.318
H 0.186 -0.468 0.801 0.0 -0.1 0.2 0.320
O 0.338 -3.743 3.894 -0.2 0.0 -0.2 -0.640
H 0.138 -3.551 4.810 -0.1 0.1 0.2 0.321
H 1.178 -4.200 3.922 0.2 -0.1 -0.1 0.320
O 2.428 0.447 -6.494 0.1 0.2 0.0 -0.631
H 2.580 -0.230 -5.835 0.1 -0.1 0.2 0.315
H 1.787 0.061 -7.090 -0.2 0.0 -0.2 0.316
O 5.819 -0.070 -2.196 0.0 0.2 -0.2 -0.636
H 5.387 -0.148 -1.345 -0.1 0.0 0.3 0.321
H 5.985 -0.974 -2.465 0.1 -0.2 -0.1 0.315


Record 5
39
Properties=species:S:1:pos:R:3:forces:R:3:mulliken_charge:R:1 method="wB97M-V/def2-TZVPD" gap_ev=10.05 e_above_lowest_kcal_mol=45.73 lumo_ev=-0.16 total_energy_ev=-27039.9641
O -0.313 3.195 0.313 0.2 0.0 -0.1 -0.572
H -0.651 3.698 1.032 0.3 1.3 1.4 0.301
H -1.144 2.843 0.038 -0.7 -0.9 -1.4 0.250
O -1.553 -2.115 -0.911 1.0 -1.6 1.4 -0.594
H -2.383 -2.323 -0.489 -0.3 -0.1 0.4 0.243
H -1.798 -1.536 -1.601 -0.9 1.3 -1.5 0.279
O -0.164 -1.060 -3.596 -1.0 -1.1 -1.0 -0.678
H 0.275 -1.350 -2.792 0.6 0.3 0.4 0.457
H -0.371 -1.954 -3.960 0.1 1.0 0.0 0.308
O 0.451 2.267 3.849 -0.1 0.4 -0.7 -0.628
H 0.247 2.008 4.734 -0.1 -0.2 0.9 0.301
H -0.142 1.737 3.291 0.4 0.1 0.2 0.420
O -2.515 -0.213 -2.605 -0.1 0.2 0.9 -0.599
H -3.182 -0.245 -3.275 -0.5 -0.1 -0.6 0.251
H -1.682 -0.491 -3.016 0.5 0.3 -0.7 0.409
O -0.545 -2.028 2.037 -3.1 0.3 1.0 -0.626
H 0.114 -1.435 2.331 2.0 0.8 0.6 0.408
H -0.201 -2.592 1.394 1.0 -1.2 -1.4 0.257
O -1.175 0.971 2.062 -0.7 -0.9 0.4 -0.714
H -1.681 0.157 2.259 0.4 0.2 0.0 0.299
H -1.825 1.577 1.718 -0.4 0.5 0.0 0.261
O -0.217 0.180 -0.248 -0.3 0.2 1.1 -0.061
H -0.514 0.539 0.650 0.7 -0.6 -1.3 -0.019
H -0.582 -0.722 -0.264 -0.3 0.1 0.0 0.340
O 2.426 -0.730 -0.157 -0.5 0.2 0.4 -0.702
H 1.468 -0.510 -0.116 0.6 0.5 0.1 0.295
H 2.384 -1.445 -0.789 0.5 0.0 -0.4 0.414
O 1.300 -2.376 -1.946 0.5 -0.3 -0.3 -0.716
H 1.037 -2.821 -1.160 -1.0 -0.3 1.3 0.303
H 1.854 -3.047 -2.330 0.6 -0.2 -0.9 0.271
O 0.208 1.822 -2.387 1.7 0.7 0.8 -0.601
H -0.435 1.836 -3.055 -1.4 -0.1 -1.3 0.321
H -0.122 1.311 -1.649 -0.2 -0.5 0.3 0.276
O 1.668 -0.567 2.677 0.7 -0.8 1.4 -0.665
H 1.707 0.090 2.000 -0.1 1.3 -1.1 0.225
H 2.505 -0.368 3.137 -0.7 -0.4 0.0 0.307
O 1.953 1.868 1.303 1.0 -0.7 0.9 -0.679
H 2.403 1.507 0.542 0.2 -0.1 -0.6 0.312
H 1.193 2.321 0.976 -0.9 0.6 -0.6 0.347


Record 6
39
Properties=species:S:1:pos:R:3:forces:R:3:mulliken_charge:R:1 method="wB97M-V/def2-TZVPD" gap_ev=9.82 e_above_lowest_kcal_mol=105.94 lumo_ev=-0.10 total_energy_ev=-27037.3530
H 0.384 -0.097 0.373 0.0 0.1 0.0 0.253
H 1.149 -1.300 -0.152 -0.3 0.2 0.4 0.339
H -0.772 2.744 -2.421 -0.1 0.0 -0.1 0.320
H -1.665 1.515 -2.489 -0.2 0.1 0.0 0.330
H -0.337 -1.092 -3.533 0.1 0.4 0.1 0.173
H 1.000 -0.529 -3.077 0.0 0.2 0.1 0.309
H 2.478 -1.672 1.251 -0.3 0.4 0.4 0.344
H 2.181 -3.159 1.344 -0.1 -0.2 0.2 0.222
H -0.512 2.443 2.035 0.1 -0.2 -0.6 0.206
H -2.017 2.358 2.228 0.1 -0.2 0.2 0.281
H -1.559 3.534 -0.558 0.0 -0.1 -0.4 0.302
H -0.254 4.159 -0.092 -0.2 0.2 -0.1 0.277
H 4.528 -3.440 0.667 0.1 0.0 0.0 0.311
H 4.007 -3.783 -0.719 0.1 0.0 0.0 0.318
H 2.955 0.439 3.478 0.0 0.0 0.0 0.274
H 2.060 -0.719 3.891 -0.1 -0.1 -0.2 0.283
H -1.719 0.159 1.322 0.2 0.2 0.4 0.353
H -2.740 -0.781 0.702 0.3 -0.1 0.0 0.251
H -3.463 1.089 -0.717 0.2 0.1 -0.1 0.250
H -3.896 0.079 -1.768 0.0 0.0 -0.1 0.286
H 1.215 3.310 0.602 0.2 -0.3 0.0 0.250
H 1.772 2.311 1.603 0.2 -0.3 -0.1 0.264
H -0.944 -2.665 -3.967 -0.1 -0.4 -0.2 0.341
H 0.466 -3.082 -3.581 0.0 -0.1 -0.1 0.325
H -2.587 -0.059 4.033 0.1 0.0 -0.1 0.235
H -3.648 0.342 3.021 -0.1 -0.2 0.2 0.264
O 1.277 -0.410 0.193 -0.1 0.7 -1.3 -0.637
O -1.682 2.474 -2.587 0.3 0.2 -0.5 -0.665
O 0.317 -0.417 -3.747 0.0 -0.2 0.0 -0.555
O 1.802 -2.295 1.541 0.6 -1.6 0.1 -0.550
O -1.227 1.810 2.166 0.7 1.1 -0.3 -0.558
O -0.624 3.336 -0.432 -0.1 0.8 0.4 -0.566
O 4.706 -4.005 -0.094 -0.2 0.1 0.1 -0.631
O 2.365 -0.232 3.116 0.3 0.5 0.3 -0.537
O -1.813 -0.730 0.961 -0.2 -0.4 -0.6 -0.525
O -3.256 0.782 -1.607 -0.7 -0.6 0.3 -0.548
O 1.473 2.385 0.690 0.3 0.3 0.5 -0.503
O -0.378 -3.440 -3.877 0.0 0.1 0.2 -0.604
O -2.720 0.478 3.244 -1.4 -0.4 0.8 -0.483